ORCA calculation (ωB97M-V/def2-TZVPD) on C28H92B2O14Pd as an isolated structure in a non-equilibrium geometry.

Structure (XYZ):
```
137
Properties=species:S:1:pos:R:3:forces:R:3:lowdin_charge:R:1
Pd 0.226280 -0.438334 -0.088586 -0.2 0.4 0.5 1.140
B 0.479790 -2.729824 -0.219926 0.6 0.1 0.1 -0.466
H 0.463990 -3.807574 -0.269426 0.1 -3.9 -0.4 0.008
H 1.104310 -2.363444 0.580064 2.5 0.6 3.0 -0.023
H 0.808820 -2.275134 -1.141466 1.5 0.8 -3.7 -0.013
H -0.522860 -2.368964 -0.050466 -3.9 0.7 1.0 -0.026
B -0.141990 1.866266 -0.165116 -0.4 -0.1 0.2 -0.438
H -0.251510 1.340776 -1.101116 -0.7 -1.5 -3.7 0.001
H 0.759430 1.548026 0.335284 3.4 -0.7 2.0 -0.001
H -0.063000 2.921496 -0.376066 0.6 3.6 -0.8 -0.011
H -0.987990 1.715436 0.487394 -3.1 -0.4 2.1 -0.005
C -2.260470 -2.260554 2.596604 0.6 0.0 -0.1 -0.050
C -0.946340 -1.433244 2.788924 -2.0 -0.6 -0.1 -0.234
O -0.960550 -0.384884 1.830494 1.0 -1.2 -0.7 -0.154
H -2.384210 -3.043104 3.345204 0.1 0.1 0.1 0.072
H -2.266190 -2.765484 1.630624 0.3 0.0 0.0 0.061
H -3.147830 -1.628234 2.567274 0.1 0.3 0.4 0.067
H -0.071440 -2.073404 2.675534 0.0 0.2 -0.3 0.088
H -0.934460 -0.979984 3.780144 0.1 -0.1 0.2 0.107
H -1.399000 0.394306 2.180104 -0.4 1.0 0.2 0.031
C -2.782550 5.398006 2.630464 -1.5 1.0 -0.3 -0.073
C -2.425020 4.682326 1.362204 1.4 -0.3 0.8 -0.276
O -1.218660 3.992956 1.687254 0.3 0.0 0.1 -0.114
H -3.004600 4.792806 3.509394 0.1 -0.4 -0.3 0.073
H -3.701720 5.923946 2.372374 -0.3 0.2 0.4 0.077
H -2.083660 6.179026 2.929904 0.3 -0.2 -0.3 0.082
H -2.180630 5.378216 0.559634 -0.5 0.1 -0.1 0.116
H -3.118190 3.910836 1.026894 -0.5 0.5 0.0 0.104
H -1.016010 3.451046 0.921194 0.5 -0.4 -0.2 0.007
C 4.526470 3.863746 -3.182946 0.4 0.2 0.8 -0.064
C 3.752100 2.568966 -3.160826 0.1 1.3 -2.7 -0.382
O 3.653400 2.088126 -1.916506 0.5 -2.5 2.4 -0.074
H 4.729980 4.304086 -4.159056 -0.2 -0.1 0.0 0.079
H 5.458080 3.677976 -2.648466 0.3 0.1 -0.2 0.081
H 3.966390 4.550336 -2.548126 0.0 0.4 -0.2 0.061
H 4.257680 1.832496 -3.785406 -0.3 -0.2 -0.2 0.118
H 2.755310 2.805966 -3.532796 -0.3 -0.3 -0.6 0.101
H 3.241080 2.739296 -1.344176 -0.3 0.7 0.4 0.033
C -2.382920 -5.187204 -3.429386 0.4 0.1 -0.3 -0.080
C -1.298870 -4.124694 -3.240696 -1.1 0.1 1.0 -0.242
O -1.621440 -3.424094 -2.005516 -0.2 -0.5 -1.0 -0.130
H -2.068060 -5.898734 -4.192726 -0.2 0.0 -0.2 0.070
H -3.321050 -4.708884 -3.710846 0.0 -0.1 -0.1 0.073
H -2.556640 -5.763524 -2.520676 0.2 0.2 0.1 0.069
H -1.324480 -3.377924 -4.034286 0.1 -0.1 -0.2 0.111
H -0.301950 -4.563954 -3.204666 0.0 0.1 0.2 0.109
H -0.888840 -3.521544 -1.392816 0.3 0.0 0.2 -0.006
C -1.885590 -6.720624 2.204514 0.8 -0.6 -0.6 -0.078
C -1.189160 -5.818194 1.153894 -1.6 -2.0 1.2 -0.348
O -0.540940 -4.820904 1.824354 0.9 1.1 0.9 -0.090
H -2.415120 -6.168654 2.981064 -0.2 0.0 -0.3 0.071
H -1.148290 -7.377294 2.666334 0.4 0.4 0.5 0.064
H -2.477410 -7.489644 1.708064 -0.7 0.4 -0.1 0.067
H -1.979610 -5.417804 0.519084 0.2 0.0 -0.6 0.110
H -0.473790 -6.470724 0.653344 -0.1 0.1 -0.7 0.111
H -0.101870 -4.320864 1.132404 0.3 0.6 0.1 0.001
C -2.949100 1.327926 5.054014 0.2 0.3 -0.1 -0.067
C -1.755560 1.892296 4.266414 -0.7 -0.4 1.1 -0.281
O -2.051690 1.790526 2.882644 -0.1 -0.9 0.9 -0.102
H -3.114070 0.290776 4.762104 -0.1 0.0 -0.1 0.069
H -3.850030 1.907756 4.853444 0.0 -0.1 0.0 0.059
H -2.795520 1.330836 6.133134 0.2 0.1 0.0 0.074
H -0.888370 1.312056 4.581714 0.4 -0.2 -0.5 0.097
H -1.511210 2.909966 4.570944 -0.2 0.2 -0.2 0.116
H -1.864510 2.638766 2.473914 0.6 0.7 -0.5 0.025
C -3.281910 0.260176 -2.895046 0.4 0.3 0.2 -0.046
C -2.741570 0.010986 -1.490656 -1.3 0.1 0.3 -0.288
O -1.625810 -0.842224 -1.413296 1.0 1.3 -0.3 -0.143
H -2.598360 0.848426 -3.507266 0.3 -0.1 0.0 0.072
H -4.177380 0.876186 -2.812826 -0.2 -0.2 0.0 0.073
H -3.498340 -0.675744 -3.410126 -0.1 0.0 0.0 0.075
H -3.496000 -0.506114 -0.897746 -0.5 0.3 0.0 0.120
H -2.538710 0.946576 -0.969496 0.3 -0.1 -0.2 0.086
H -1.931230 -1.737844 -1.575136 0.4 -1.0 -0.3 0.051
C 3.043950 5.794736 0.470414 0.3 0.2 -0.1 -0.074
C 1.907360 5.082726 -0.200686 -0.4 0.0 0.3 -0.299
O 2.205310 3.762026 -0.601016 1.1 0.3 -0.1 -0.105
H 2.603490 6.718886 0.844624 0.2 0.1 0.2 0.080
H 3.828670 6.068966 -0.234646 0.1 -0.1 0.0 0.072
H 3.480490 5.237056 1.298984 -0.1 0.0 0.0 0.080
H 1.624520 5.688046 -1.061906 -0.3 -0.1 -0.2 0.110
H 1.095390 5.040066 0.525254 -0.4 0.0 -0.1 0.113
H 1.425710 3.202036 -0.586046 -0.5 -0.1 0.2 0.016
C 4.255950 -2.790354 1.368374 0.3 0.1 0.5 -0.067
C 3.206010 -3.486594 2.270904 1.3 0.4 -2.2 -0.279
O 2.464540 -2.504584 2.953634 0.0 -0.1 0.7 -0.087
H 4.897750 -2.102054 1.918324 -0.1 0.0 0.5 0.070
H 3.835870 -2.184144 0.565784 -0.4 -0.3 0.0 0.071
H 4.971560 -3.484604 0.927894 -0.3 -0.3 -0.1 0.063
H 3.702170 -4.174284 2.955744 -0.1 0.0 0.1 0.118
H 2.533680 -4.003994 1.586534 0.0 -0.5 0.2 0.100
H 1.912310 -3.053384 3.515294 -0.6 0.5 0.4 0.100
C 2.709280 -6.165754 -1.994826 0.0 0.7 0.7 -0.073
C 3.666550 -4.957484 -1.898886 -1.4 -0.9 -0.6 -0.302
O 4.537640 -5.003434 -3.021566 0.7 0.1 0.4 -0.080
H 3.158590 -7.117594 -1.711586 0.1 0.0 -0.5 0.070
H 2.286930 -6.123984 -2.998806 0.3 -0.5 -0.1 0.073
H 1.846570 -6.037894 -1.341006 0.0 0.2 0.3 0.052
H 4.278780 -4.916714 -0.997996 -0.5 0.1 0.3 0.101
H 2.999980 -4.102554 -2.012376 0.4 0.5 0.4 0.090
H 5.388150 -5.098164 -2.586536 0.4 0.0 -0.7 0.074
C 2.659500 -1.060814 -3.652306 -0.4 -0.1 0.1 -0.031
C 1.523500 -0.249814 -2.967646 -0.3 -0.8 -1.8 -0.287
O 1.859540 -0.128914 -1.627496 0.3 -0.2 0.5 -0.155
H 2.649720 -1.215204 -4.731276 -0.5 0.5 -0.1 0.076
H 2.714660 -2.074504 -3.255466 -0.1 0.1 0.4 0.059
H 3.603160 -0.572784 -3.408526 0.1 0.1 0.0 0.068
H 0.518540 -0.671224 -2.992016 0.2 -0.5 -0.3 0.104
H 1.412850 0.745686 -3.397566 0.2 0.2 -0.3 0.107
H 2.632540 0.433246 -1.717226 0.7 0.9 1.2 0.066
C 2.358900 1.258086 3.032234 -0.5 0.5 0.7 -0.054
C 2.885400 0.682726 1.743134 0.2 1.9 0.2 -0.280
O 1.972860 -0.292384 1.300244 1.3 -0.4 -0.2 -0.157
H 2.545090 2.326696 3.139484 0.3 0.0 0.1 0.079
H 2.751830 0.715246 3.891894 0.2 0.1 0.1 0.077
H 1.276820 1.140946 3.091244 -0.1 0.0 -0.3 0.067
H 3.914620 0.392666 1.954474 0.0 -1.1 -0.4 0.117
H 3.027960 1.440726 0.972934 -0.5 0.0 -0.1 0.106
H 2.152020 -1.028614 1.889714 -0.5 -1.1 0.2 0.040
C -0.168580 4.135666 -3.409906 -0.5 0.7 -0.5 -0.071
C -1.166420 4.748006 -2.446216 0.6 -0.6 0.3 -0.315
O -1.874490 3.686976 -1.858516 -1.4 0.2 0.1 -0.096
H 0.332820 4.962116 -3.913576 0.6 -0.3 -0.1 0.079
H -0.700980 3.559476 -4.166656 -0.1 0.1 -0.1 0.080
H 0.479420 3.420646 -2.903016 0.3 0.4 0.1 0.056
H -1.843350 5.467656 -2.906606 -0.2 -0.3 -0.2 0.117
H -0.655550 5.297066 -1.655236 0.3 0.3 0.1 0.090
H -1.222060 3.154356 -1.397816 0.0 -0.3 0.0 -0.008
C -5.282580 2.507846 2.058644 -0.6 -0.6 0.1 -0.070
C -5.096140 1.358896 1.051404 0.2 0.3 0.5 -0.320
O -5.793540 1.582566 -0.142416 -0.3 0.3 -0.7 -0.071
H -4.590420 2.410546 2.895034 -0.1 0.0 -0.1 0.042
H -6.308230 2.415526 2.415894 0.0 0.0 0.3 0.075
H -5.243860 3.526616 1.673024 0.4 -0.1 -0.4 0.065
H -5.527820 0.445036 1.459584 0.2 0.0 0.2 0.117
H -4.052470 1.161696 0.806544 0.3 0.0 0.3 0.085
H -5.281300 2.250146 -0.604526 -0.2 0.2 -0.3 0.079
```
Positions in Å, forces in eV/Å.

## Properties
* 2S+1: 3
* gap between HOMO and LUMO (spin up / spin down): 10.1090 / 8.6782 eV
* DFT total energy: -2352.547732 Ha
* net charge: 0